{"formula": "C3H4FP", "method": "ωB97M-V/def2-TZVPD", "species": ["C", "C", "C", "F", "P", "H", "H", "H", "H"], "coordinates": [[-0.120, 1.580, 0.678], [-0.109, 0.365, 0.328], [0.957, -0.580, -0.088], [-1.799, -0.702, -1.510], [-1.933, -0.614, 0.124], [-0.653, 2.422, 1.034], [1.058, -1.362, 0.664], [1.909, -0.063, -0.199], [0.689, -1.047, -1.033]], "total_charge": 0, "homo_lumo_gap_ev": [6.794, 7.922], "lumo_energy_ha": [-0.0362, -0.0200], "e_above_lowest_ev": 2.351, "mol_weight_g_mol": 90.0, "homo_ev": [-7.78, -8.47], "multiplicity": 1, "total_energy_ha": -557.7963}